[1]
Below is a structure of composition C43H38Br9N7O10 at a distorted geometry, with properties calculated with ωB97M-V/def2-TZVPD.

```
107
Properties=species:S:1:pos:R:3:forces:R:3
C -3.1827 -6.7884 -1.5534 0.8 0.5 0.4
Br -3.4197 -8.6959 -1.1681 -0.1 0.9 0.2
Br -1.2030 -6.3371 -1.4650 -1.5 -0.5 -0.1
Br -4.1934 -5.4628 -0.4556 0.6 -1.9 -0.7
H -3.5057 -6.6808 -2.5889 0.2 0.2 0.4
C -2.5169 6.3025 2.0383 -0.4 -0.6 -0.5
Br -3.4829 7.0485 3.6320 0.9 -0.8 -0.8
Br -3.8318 6.0104 0.5958 0.7 0.0 0.9
Br -1.3795 4.6331 2.3123 -1.2 1.7 0.1
H -1.8698 7.0889 1.6499 0.0 -0.3 0.4
C 4.4877 -0.3869 -2.1308 -0.4 -0.3 -0.3
Br 2.6470 0.3063 -2.4532 1.3 -0.6 0.3
Br 4.6519 -2.3340 -2.6358 -0.2 1.3 0.7
Br 5.1461 0.0854 -0.3294 -0.4 -0.6 -1.2
H 5.1215 0.0776 -2.8863 -0.2 0.1 0.5
C 2.4653 5.0321 -4.7828 1.3 2.0 -1.6
C 1.4114 5.8960 -4.8034 -0.6 0.9 -0.8
C 0.4388 5.8090 -3.8492 -0.8 1.7 -0.1
C 0.4659 4.8593 -2.8623 -0.3 -1.9 1.5
C 1.5409 3.9100 -2.8917 -0.1 1.6 0.9
C 2.6039 4.2582 -3.7126 -0.1 -4.2 1.1
N -0.5353 4.8612 -1.8354 3.2 -1.2 -2.8
O -0.6450 3.8059 -1.1814 -0.4 -2.0 1.5
O -1.1332 5.8960 -1.5711 -1.8 2.6 0.6
H 3.2574 5.1158 -5.5121 0.1 0.1 -0.1
H 1.4474 6.6841 -5.5410 -0.5 0.1 -0.2
H -0.3445 6.5466 -3.7556 -0.1 0.1 -0.2
H 1.7007 3.1269 -2.1653 -0.4 0.2 0.2
H 3.4562 3.5953 -3.6874 0.4 -0.1 0.2
C -1.0811 1.2904 0.6413 -0.6 1.2 0.2
C -0.3403 0.6188 -0.2783 -0.9 -1.4 -0.9
C -0.9695 -0.4300 -1.0103 1.3 -1.2 1.8
C -2.1830 -1.0019 -0.5801 0.0 1.6 1.2
C -2.9119 -0.2827 0.4548 0.6 -0.5 -1.1
C -2.3652 0.8929 0.9858 0.3 -0.7 -0.5
N -2.5701 -2.4138 -1.0379 -0.6 0.9 0.9
O -1.6960 -3.2034 -1.3200 0.8 0.5 -0.4
O -3.7371 -2.7561 -0.9809 0.0 1.4 -0.1
H -0.7152 2.2500 0.9755 0.3 -0.1 0.5
H 0.7187 0.8275 -0.3164 0.0 0.2 -0.8
H -0.2657 -1.0051 -1.5937 -0.4 -0.2 -0.6
H -3.8911 -0.5574 0.8183 0.0 -0.5 -0.2
H -2.8714 1.5233 1.7019 -0.5 -0.3 0.0
C -0.4430 -4.0950 1.6119 0.6 -0.9 0.0
C 0.2892 -5.2858 1.9696 1.1 1.8 -0.2
C 1.6807 -5.1714 2.2502 0.3 2.6 0.1
C 2.2371 -3.8457 2.2156 -1.0 -1.8 0.2
C 1.4726 -2.8012 1.7620 2.4 2.4 1.0
C 0.1436 -2.8163 1.5209 -1.2 -2.5 -0.2
N 3.6501 -3.5877 2.7128 0.6 1.8 -1.6
O 4.3559 -4.5417 2.9653 -0.6 0.0 0.3
O 4.0713 -2.4043 2.7090 -1.3 -2.3 0.3
H -1.4676 -4.2191 1.2940 -0.2 -0.1 0.3
H -0.2264 -6.2326 2.0353 0.1 0.0 -0.2
H 2.4946 -5.8397 2.4892 -0.8 -1.2 0.2
H 2.0071 -1.8644 1.7053 0.0 0.3 0.0
H -0.4143 -1.9297 1.2577 0.0 0.0 -0.1
C 6.0167 2.8303 4.6037 0.4 -1.9 -0.9
C 6.1277 3.4631 3.3996 -0.8 1.8 -1.6
C 5.1445 3.3588 2.3893 1.0 -0.3 0.6
C 4.1036 2.4729 2.5725 0.2 1.0 -0.4
C 4.0095 1.7130 3.7171 1.4 -0.5 1.4
C 5.0934 1.7861 4.6478 -1.4 0.9 0.2
N 3.0504 2.4678 1.5259 -0.7 -1.1 1.3
O 3.2949 2.6662 0.3749 0.9 0.7 -0.8
O 1.9526 2.1609 1.9410 -0.7 -0.1 0.3
H 6.8106 2.9367 5.3282 -0.2 0.0 0.2
H 6.9337 4.1599 3.2228 0.1 0.1 0.0
H 5.1969 3.9467 1.4848 0.1 -0.1 -0.1
H 3.1805 1.0770 3.9905 0.0 -0.2 -0.6
H 5.1548 1.1377 5.5093 -0.5 -0.2 0.0
C 1.6454 -4.5181 -2.5643 -0.8 -0.3 1.8
C 2.1538 -5.1284 -3.6944 1.4 -0.8 0.2
C 3.3075 -5.9013 -3.5714 1.5 -1.4 2.5
C 3.8968 -6.2001 -2.2761 -2.1 1.1 -0.3
C 3.2588 -5.6316 -1.1228 1.1 -0.8 -1.2
C 2.1753 -4.7830 -1.2718 0.9 -0.1 -1.5
N 5.0592 -7.1815 -2.1615 -2.3 0.7 2.2
O 5.2018 -7.8443 -1.1594 -0.9 0.2 1.3
O 5.7916 -7.2775 -3.0626 2.1 0.3 -3.8
H 0.7126 -3.9769 -2.5061 0.0 0.4 -0.7
H 1.7967 -5.1541 -4.7134 -0.7 0.7 0.2
H 3.7295 -6.4566 -4.3960 0.0 0.3 -0.3
H 3.5854 -5.8058 -0.1082 0.4 -0.3 -0.1
H 1.8805 -4.3013 -0.3512 -0.7 0.1 -0.3
N -3.9660 0.9755 -2.8873 2.0 0.9 0.7
C -5.2448 1.0041 -3.0692 -2.1 2.3 0.5
C -6.1289 1.9065 -2.3527 0.0 -2.9 -2.9
C -5.5950 2.7691 -1.5128 0.8 1.2 2.5
C -4.2142 2.7975 -1.3022 0.6 -1.0 -0.3
C -3.4107 1.8825 -1.9919 -1.8 0.1 -0.3
H -5.7000 0.5505 -3.9373 0.2 -1.0 0.0
H -7.1838 1.8421 -2.5749 -0.1 0.1 0.1
H -6.2311 3.3402 -0.8527 0.0 0.5 -0.1
H -3.8336 3.4519 -0.5319 0.4 0.0 -0.3
H -2.3374 1.9146 -1.8765 0.1 -0.2 0.0
N -5.2379 2.1551 2.2749 0.5 0.7 -1.0
C -5.8248 0.9550 2.2651 0.2 1.1 1.0
C -6.1219 0.3050 3.4340 1.2 0.4 2.1
C -5.7237 0.9005 4.6931 -0.2 1.3 -2.2
C -5.2049 2.2456 4.6557 -0.3 -1.3 -1.0
C -4.9088 2.8152 3.3935 -1.6 -2.2 0.2
H -6.0869 0.4688 1.3370 0.1 0.4 -0.4
H -6.5274 -0.6915 3.3390 -0.1 -0.1 0.5
H -5.8567 0.3191 5.5935 -0.1 0.3 0.2
H -5.0305 2.9005 5.4966 0.1 -0.5 0.5
H -4.4658 3.7946 3.2895 0.1 0.1 0.0
```
Forces are in eV/Å.

As for the net charge: -1. The highest occupied orbital energy (alpha / beta) is -1.83 / -5.50 eV. Its calculated total energy is -706477.27762 eV. As for the molar mass: 1531.95 u. The multiplicity is 2. For the orbital gap (alpha / beta), the calculation gives 2.6819 / 6.3432 eV.

[2]
Below is an isolated molecule of C6H12O, with properties calculated with ωB97M-V/def2-TZVPD.

```
19
Properties=species:S:1:pos:R:3:forces:R:3
C 2.2342 -0.9513 -0.2902 0.0 0.0 -0.2
O 1.4379 -0.5465 0.8099 0.2 0.3 0.2
C 0.3311 0.3486 0.8469 -0.1 0.1 0.2
C 0.0197 1.5916 -0.0421 0.2 0.0 -0.2
C -1.4868 1.2678 0.1624 0.0 0.0 0.0
C -1.0944 -0.1820 0.5531 0.0 -0.2 0.1
C -1.0746 -1.2110 -0.5737 0.0 0.0 -0.1
H 3.2154 -1.2591 0.1139 -0.5 0.1 0.0
H 2.4474 -0.1886 -1.0527 -0.3 0.2 0.3
H 1.7893 -1.8179 -0.7975 0.2 0.1 0.0
H 0.3638 0.7064 1.8811 -0.1 0.0 -0.1
H 0.3655 2.5678 0.3192 0.1 -0.3 -0.1
H 0.3103 1.4793 -1.0903 0.0 -0.1 0.1
H -2.1549 1.3995 -0.6983 0.3 -0.1 0.1
H -1.9302 1.8218 1.0011 0.2 -0.2 -0.1
H -1.6191 -0.5826 1.4264 0.1 0.0 -0.1
H -1.9214 -1.9014 -0.5276 0.0 0.2 0.0
H -1.0706 -0.7352 -1.5612 0.0 -0.1 0.1
H -0.1626 -1.8074 -0.4802 -0.3 0.0 -0.1
```
Forces are in eV/Å.

The highest occupied orbital energy is -9.37 eV. Its calculated total energy is -8462.47630 eV. As for the molar mass: 100.16 u. The calculation puts the energy relative to the best compared isomer or geometry (same formula, charge and spin) at 43.3 kcal/mol. The SMILES is CO[C@H]1CC[C@H]1C. The multiplicity is 1. For the orbital gap, the calculation gives 10.4409 eV.